1.
Here is a structure of composition C33H36N9OP2Pd at a distorted geometry from the OMol25 dataset. Energies are from the ωB97M-V functional and the def2-TZVPD basis.

Each line ends with the Mulliken charge.
Element x y z (Å)
1 Pd 0.8506 1.4511 1.4684  -1.258
2 C -4.8387 0.0551 -0.4340  -1.121
3 N -3.5645 0.7295 -0.5772  1.066
4 C -2.3533 0.3278 -0.1474  -0.533
5 N -1.4195 1.1434 -0.5465  -0.174
6 C -2.1158 2.0874 -1.2330  -0.783
7 N -3.4246 1.8810 -1.2835  -1.185
8 C -4.8088 -1.3753 -0.9273  0.692
9 C -5.8901 -2.2188 -0.6879  -0.834
10 C -5.8546 -3.5474 -1.0904  -0.551
11 C -4.7277 -4.0683 -1.7100  -0.842
12 C -3.6521 -3.2238 -1.9554  -0.097
13 C -3.7098 -1.8840 -1.5930  -0.056
14 C -2.3865 -3.7030 -2.4942  0.585
15 N -1.9955 -4.8865 -2.8181  -0.543
16 N -0.6512 -4.7569 -3.1841  -0.562
17 C -0.3596 -3.5076 -3.0434  0.457
18 O -1.4089 -2.7878 -2.6051  -0.171
19 C 0.8827 -2.7778 -3.2491  0.116
20 C 2.0851 -3.4508 -3.4369  -1.028
21 C 3.2422 -2.7065 -3.6137  -0.674
22 C 3.1880 -1.3164 -3.6213  -0.798
23 C 1.9796 -0.6469 -3.4421  0.838
24 C 1.9596 0.8634 -3.4679  -1.053
25 N 0.6773 1.4328 -3.8439  1.099
26 C -0.4282 1.6347 -3.1055  -0.449
27 N -1.3675 2.2031 -3.8393  -0.629
28 C -0.7590 2.3391 -5.0425  -0.371
29 N 0.4779 1.8970 -5.0984  -1.152
30 C 0.8362 -1.3907 -3.2400  0.105
31 H -5.5664 0.6299 -1.0054  0.389
32 H -5.1402 0.0820 0.6160  0.381
33 H -2.1985 -0.5634 0.4411  0.419
34 H -1.6482 2.9326 -1.7098  0.849
35 H -6.7614 -1.8371 -0.1665  0.437
36 H -6.7040 -4.1895 -0.8948  0.380
37 H -4.6638 -5.1116 -1.9874  0.511
38 H -2.8667 -1.2486 -1.8243  0.833
39 H 2.0988 -4.5320 -3.4380  0.511
40 H 4.1907 -3.2086 -3.7536  0.412
41 H 4.0967 -0.7414 -3.7617  0.438
42 H 2.6690 1.2103 -4.2172  0.402
43 H 2.2548 1.2731 -2.5049  0.268
44 H -0.4864 1.4094 -2.0494  1.233
45 H -1.2370 2.7830 -5.9009  0.473
46 H -0.1156 -0.8956 -3.0962  0.642
47 C -2.1536 1.4596 3.2590  -1.313
48 P -0.7204 2.4765 2.6901  0.949
49 C -1.6420 4.0118 2.2665  -1.277
50 C -0.0465 2.9710 4.3362  -0.869
51 C 0.4914 1.7808 5.1390  -1.205
52 P 1.6030 0.6177 4.1915  0.718
53 C 2.2535 -0.2636 5.7098  -1.440
54 C 3.0696 1.7169 4.0000  -1.224
55 H -1.8104 0.4499 3.4871  0.273
56 H -2.8912 1.3974 2.4556  0.301
57 H -2.6378 1.8880 4.1427  0.463
58 H -2.2555 4.3691 3.0995  0.388
59 H -2.2834 3.8209 1.4040  0.308
60 H -0.9301 4.7883 1.9843  0.336
61 H -0.8159 3.5031 4.9101  0.488
62 H 0.7643 3.6766 4.1355  0.363
63 H -0.3468 1.1818 5.5102  0.358
64 H 1.0371 2.1423 6.0178  0.566
65 H 2.6595 0.4203 6.4630  0.366
66 H 3.0435 -0.9497 5.3977  0.367
67 H 1.4589 -0.8583 6.1664  0.394
68 H 3.2954 2.2312 4.9398  0.496
69 H 2.8922 2.4327 3.1986  0.228
70 H 3.9268 1.1060 3.7091  0.364
71 N 7.4823 -1.8615 -0.0421  -0.621
72 C 6.4699 -1.3500 0.1630  -0.077
73 C 5.2120 -0.7110 0.4143  0.696
74 C 5.0044 0.6234 0.0546  -0.402
75 C 3.7668 1.2125 0.2708  -0.116
76 C 2.6712 0.5497 0.8710  -0.686
77 C 2.9447 -0.7956 1.2185  0.049
78 C 4.1620 -1.4211 1.0039  -0.536
79 H 5.8139 1.1818 -0.4023  0.409
80 H 3.6481 2.2465 -0.0371  0.422
81 H 2.1647 -1.3761 1.7040  0.368
82 H 4.3131 -2.4587 1.2834  0.422

Properties
- energy relative to the best compared isomer or geometry (same formula, charge and spin) (kJ/mol) = 186.5
- total charge = -1
- LUMO energy (eV) = 1.806
- DFT total energy (eV) = -72321.1920

2.
Here is a structure of composition C4H7NO at a distorted geometry from the OMol25 dataset. Energies are from the ωB97M-V functional and the def2-TZVPD basis.

Each line ends with the Mulliken charge.
Element x y z (Å)
1 N -2.2734 0.0237 0.2858  -0.562
2 C -0.9884 -0.0331 0.3726  0.398
3 C -0.3430 0.7127 -0.7045  -0.444
4 C 1.0446 -0.0012 -0.7928  -0.496
5 C 1.1813 -0.5663 0.6505  -0.351
6 O -0.1812 -0.7860 1.1269  -0.391
7 H -2.8656 -0.2401 1.0546  0.212
8 H -1.6586 0.6524 -1.0303  0.349
9 H -0.2250 1.7787 -0.4742  0.217
10 H 1.8912 0.6618 -1.0252  0.315
11 H 1.0576 -0.8204 -1.5181  0.243
12 H 1.6614 0.1488 1.3325  0.251
13 H 1.6991 -1.5309 0.7221  0.259

Properties
- energy relative to the best compared isomer or geometry (same formula, charge and spin) (kJ/mol) = 324.1
- LUMO energy (eV) = 0.968
- DFT total energy (eV) = -7796.2858

3.
Here is a cluster of 3 separate species, C12H15BrN4O5P in total from the OMol25 dataset. Energies are from the ωB97M-V functional and the def2-TZVPD basis.

Each line ends with the Mulliken charge.
Element x y z (Å)
1 N -2.0867 3.0607 5.0422  -0.413
2 P -1.3942 2.3872 6.3706  0.412
3 O -2.6191 1.5467 7.0047  -0.464
4 N -0.6157 0.7151 5.7017  -0.471
5 Br 0.4283 1.0416 4.1751  0.148
6 H -1.4882 3.3218 4.2643  0.277
7 H -2.9644 2.6662 4.7204  0.336
8 H -3.2329 2.1074 7.5015  0.362
9 H -0.0008 0.3452 6.4266  0.394
10 H -1.3069 -0.0064 5.4846  0.418
11 C -2.1162 0.0899 -1.3192  -0.600
12 C -2.2557 0.3746 0.0347  -0.464
13 C -1.6396 1.4965 0.5621  -0.176
14 C -0.8931 2.3034 -0.2701  0.062
15 C -0.7355 2.0394 -1.6165  -0.430
16 C -1.3596 0.9167 -2.1411  -0.595
17 N -0.2538 3.4891 0.3309  0.982
18 O -0.3860 3.6516 1.5389  -0.626
19 O 0.3721 4.2261 -0.3888  -0.570
20 H -2.5973 -0.7817 -1.7418  0.401
21 H -2.8448 -0.2721 0.6708  0.377
22 H -1.7265 1.7606 1.6046  0.496
23 H -0.1424 2.6923 -2.2397  0.481
24 H -1.2558 0.6942 -3.1907  0.633
25 C 3.7118 -4.1687 -3.2869  -0.452
26 C 2.3888 -4.4897 -3.0116  -0.447
27 C 1.3995 -3.5280 -3.1355  -0.350
28 C 1.7659 -2.2573 -3.5388  0.210
29 C 3.0757 -1.9112 -3.8151  -0.385
30 C 4.0544 -2.8830 -3.6845  -0.426
31 N 0.7189 -1.2341 -3.6934  1.065
32 O -0.4269 -1.5437 -3.4271  -0.599
33 O 1.0521 -0.1323 -4.0793  -0.602
34 H 4.4793 -4.9253 -3.1943  0.384
35 H 2.1251 -5.4922 -2.7042  0.373
36 H 0.3651 -3.7573 -2.9297  0.437
37 H 3.3199 -0.9073 -4.1274  0.446
38 H 5.0849 -2.6359 -3.8982  0.376

Properties
- total charge = +1
- LUMO energy (eV) = -4.594
- DFT total energy (eV) = -108204.8057

4.
Here is a cluster of 3 separate species, C37H64N4O6S in total at a distorted geometry from the OMol25 dataset. Energies are from the ωB97M-V functional and the def2-TZVPD basis.

Each line ends with the Mulliken charge.
Element x y z (Å)
1 C -0.7260 9.2695 -9.0847  -0.718
2 C -0.5401 7.6368 -9.1173  0.567
3 O 0.6006 7.0214 -9.5080  -0.533
4 O -1.6483 6.7390 -8.6519  -0.350
5 C -1.4259 6.6809 -7.1750  -0.374
6 C -2.7836 7.0744 -6.3166  -0.399
7 C -2.4738 8.3320 -5.2967  -0.646
8 C -1.4108 7.9291 -4.0725  -0.429
9 C -2.3562 7.4401 -2.8056  -0.632
10 C -1.5026 6.8061 -1.5448  -0.394
11 C -2.0737 5.2915 -1.2203  -0.396
12 C -2.5260 5.0787 0.3600  -0.520
13 C -2.8213 3.4752 0.7271  0.524
14 C -2.4397 2.2688 -0.3637  -0.086
15 C -2.6766 0.6562 -0.0584  -0.545
16 C -3.2877 0.2137 1.3999  0.214
17 C -3.6751 1.4206 2.4914  0.185
18 C -3.4634 3.0195 2.1937  -0.604
19 S -4.3532 0.7623 4.1532  -0.240
20 C -3.2133 -0.7411 4.4614  0.183
21 C -2.5905 -1.0992 5.9431  -0.460
22 C -1.5737 -2.4153 6.0117  -0.515
23 C -1.1773 -3.3232 4.6656  0.382
24 C -0.1204 -4.5529 4.9090  -0.461
25 C 0.9507 -4.7921 3.6779  -0.311
26 C 1.8749 -6.1093 4.1177  -0.614
27 N 2.6834 -5.8695 5.3821  -0.424
28 C -1.8574 -2.9289 3.2258  -0.374
29 C -2.8843 -1.6257 3.0801  0.154
30 N -3.5085 -1.2469 1.7277  -0.272
31 H 0.1358 9.6833 -8.3726  0.260
32 H -0.5780 9.7447 -10.1443  0.320
33 H -1.7375 9.5836 -8.5747  0.228
34 H -1.0394 5.6204 -6.8263  0.234
35 H -0.5939 7.4689 -6.8702  0.273
36 H -3.5631 7.4726 -7.1264  0.270
37 H -3.2905 6.1466 -5.7981  0.219
38 H -2.1200 9.3053 -5.8764  0.236
39 H -3.5046 8.5819 -4.7497  0.369
40 H -0.7233 8.8452 -3.7812  0.240
41 H -0.7162 7.0381 -4.4577  0.277
42 H -2.9621 8.3646 -2.3761  0.226
43 H -3.1485 6.6934 -3.2629  0.225
44 H -1.4525 7.5136 -0.6139  0.366
45 H -0.3820 6.7005 -1.9382  0.293
46 H -1.1839 4.5466 -1.4938  0.174
47 H -3.0354 5.0223 -1.8673  0.259
48 H -1.6581 5.4793 1.0746  0.290
49 H -3.4844 5.6963 0.6209  0.287
50 H -1.9673 2.5135 -1.4316  -0.229
51 H -2.4307 -0.2034 -0.8435  0.198
52 H -3.7250 3.8308 3.0266  0.241
53 H -2.8708 -0.4349 6.8812  0.277
54 H -1.0740 -2.7062 7.0326  0.191
55 H -0.6186 -5.5756 5.1920  0.280
56 H 0.5414 -4.2378 5.8514  0.193
57 H 0.4590 -4.9629 2.6302  0.272
58 H 1.7254 -3.9003 3.5485  0.216
59 H 2.6279 -6.4437 3.2831  0.337
60 H 1.1630 -7.0315 4.3359  0.294
61 H 2.0606 -5.7559 6.2242  0.207
62 H 3.2374 -6.7515 5.5818  0.218
63 H -1.6301 -3.5669 2.2508  0.021
64 H -3.1897 -1.8899 0.9696  0.361
65 C 5.5402 -7.0962 8.7621  -0.812
66 O 5.5514 -6.7812 7.3761  -0.336
67 C 5.6490 -5.3741 7.1227  -0.789
68 C 7.0045 -5.0380 6.4816  -0.262
69 N 8.0989 -5.1884 7.4466  -0.337
70 C 9.4313 -5.1215 6.8360  -0.668
71 C 9.8073 -6.2386 5.8419  -0.465
72 O 9.9368 -7.5281 6.4441  -0.430
73 C 8.7177 -8.2495 6.5592  -0.533
74 H 5.3325 -8.1646 8.8657  0.252
75 H 6.5140 -6.8917 9.2139  0.351
76 H 4.7581 -6.5383 9.2846  0.341
77 H 5.4712 -4.7762 8.0245  0.408
78 H 4.8571 -5.1308 6.4060  0.433
79 H 6.9837 -4.0050 6.1185  0.383
80 H 7.1419 -5.7042 5.6245  0.163
81 H 8.0070 -6.0855 7.9162  0.086
82 H 10.1526 -5.1495 7.6615  0.364
83 H 9.5523 -4.1473 6.3476  0.390
84 H 10.8010 -5.9962 5.4472  0.347
85 H 9.1424 -6.2744 4.9722  0.341
86 H 8.0183 -8.0231 5.7497  0.284
87 H 8.2571 -8.0544 7.5328  0.160
88 H 8.9510 -9.3169 6.5210  0.313
89 C -2.2974 0.0803 -8.0276  -0.729
90 O -3.5768 0.5624 -7.6388  -0.294
91 C -4.5749 -0.4652 -7.6029  -0.829
92 C -5.0229 -0.7266 -6.1563  -0.152
93 N -3.9647 -1.3875 -5.3851  -0.335
94 C -4.2369 -1.4416 -3.9444  -0.803
95 C -4.3068 -0.0986 -3.1901  -0.444
96 O -3.0576 0.5922 -3.1235  -0.397
97 C -2.7775 1.4128 -4.2495  -0.633
98 H -1.6351 0.9407 -8.1558  0.235
99 H -1.8745 -0.5645 -7.2533  0.301
100 H -2.3537 -0.4590 -8.9773  0.344
101 H -4.2400 -1.3871 -8.0930  0.393
102 H -5.4332 -0.0861 -8.1681  0.388
103 H -5.9135 -1.3639 -6.1659  0.380
104 H -5.2905 0.2366 -5.7114  0.165
105 H -3.0897 -0.8895 -5.5268  0.084
106 H -3.4304 -2.0358 -3.4985  0.382
107 H -5.1660 -1.9991 -3.7767  0.409
108 H -4.5732 -0.3271 -2.1515  0.382
109 H -5.1007 0.5572 -3.5634  0.349
110 H -3.6822 1.8326 -4.6979  0.329
111 H -2.2054 0.8478 -4.9922  0.156
112 H -2.1452 2.2402 -3.9166  0.302

Properties
- SMILES = CC(=O)OCCCCCCCCc1ccc2c(c1)Sc1ccc(CCCN)cc1N2.COCCNCCOC.COCCNCCOC
- LUMO energy (eV) = 0.142
- DFT total energy (eV) = -68461.6033

5.
Here is an isolated molecule of C9H8F2O2 at a distorted geometry from the OMol25 dataset. Energies are from the ωB97M-V functional and the def2-TZVPD basis.

Each line ends with the Mulliken charge.
Element x y z (Å)
1 C 2.6888 -0.7049 -1.2061  -0.177
2 C 1.7925 0.2482 -1.6968  -0.709
3 C 2.3044 -1.6419 -0.3089  -0.619
4 C 0.5030 0.2420 -1.1819  -0.441
5 C 0.8830 -1.7186 0.1372  -0.425
6 C 0.0796 -0.7032 -0.2818  0.540
7 C -1.3246 -0.5973 0.2324  0.348
8 C -0.9622 1.7041 1.3778  -0.412
9 C -1.9989 0.8878 0.5889  0.663
10 O -1.9655 -1.5721 0.6121  -0.618
11 O -3.1366 0.7203 1.1784  -0.611
12 F -0.2972 0.8772 2.2631  -0.294
13 F -2.2380 1.6150 -0.5988  -0.348
14 H 3.7147 -0.5447 -1.6993  0.253
15 H 2.0568 0.7647 -2.6004  0.362
16 H 3.0979 -2.1905 0.1820  0.349
17 H -0.3444 0.8107 -1.4938  0.602
18 H 0.4134 -2.4330 0.7643  0.498
19 H -0.0873 2.0339 0.6641  0.286
20 H -1.6124 2.4126 1.9480  0.329
21 H -3.5671 -0.2103 1.1194  0.425

Properties
- SMILES = O=C(c1ccccc1)[C@](O)(F)CF
- energy relative to the best compared isomer or geometry (same formula, charge and spin) (kJ/mol) = 0.0
- LUMO energy (eV) = 0.009
- DFT total energy (eV) = -18991.1266

6.
Here is a structure of composition C28H42N5RhSb from the OMol25 dataset. Energies are from the ωB97M-V functional and the def2-TZVPD basis.

Each line ends with the Mulliken charge.
Element x y z (Å)
1 Rh -0.2101 -0.1385 -1.2219  -0.680
2 C 2.0126 -1.1802 -2.7368  -0.456
3 N 1.7509 -0.0905 -1.7436  0.333
4 C 2.2193 1.2751 -2.1596  -0.635
5 C 1.0589 2.2216 -2.0828  -0.415
6 N -0.1258 1.8452 -1.6090  0.613
7 C -0.9779 2.9470 -1.7316  -0.156
8 C -2.3473 3.0895 -1.5058  -0.133
9 C -2.9019 4.3223 -1.7749  -0.838
10 C -2.1315 5.3888 -2.2708  -0.621
11 C -0.7855 5.2498 -2.5325  -1.117
12 C -0.2314 4.0042 -2.2560  0.905
13 N 1.0502 3.5007 -2.4633  0.006
14 C 1.0943 -2.3188 -2.4085  -0.409
15 N -0.0525 -2.1295 -1.7494  0.345
16 C -0.7165 -3.3624 -1.7672  0.183
17 C -2.0027 -3.7258 -1.3674  -0.224
18 C -2.3885 -5.0297 -1.5908  -0.920
19 C -1.5356 -5.9595 -2.2100  -0.580
20 C -0.2781 -5.6049 -2.6489  -1.023
21 C 0.1018 -4.2874 -2.4201  0.551
22 N 1.2403 -3.5822 -2.8021  -0.090
23 H 3.0664 -1.4651 -2.7173  0.476
24 H 1.7801 -0.8008 -3.7338  0.522
25 H 2.2759 -0.3423 -0.9086  -0.602
26 H 2.6160 1.2311 -3.1749  0.576
27 H 3.0323 1.5931 -1.5040  0.367
28 H -2.9605 2.2692 -1.1618  0.371
29 H -3.9610 4.4741 -1.6184  0.478
30 H -2.6144 6.3352 -2.4708  0.437
31 H -0.2018 6.0607 -2.9461  0.461
32 H 1.8141 4.0001 -2.8966  0.278
33 H -2.6847 -3.0155 -0.9228  0.455
34 H -3.3802 -5.3471 -1.2991  0.468
35 H -1.8867 -6.9698 -2.3677  0.431
36 H 0.3650 -6.3093 -3.1584  0.453
37 H 2.0003 -3.9488 -3.3579  0.283
38 C 0.7525 2.0948 3.5221  -1.672
39 C 0.4664 2.2480 2.0257  1.387
40 C -0.8184 3.0356 1.8044  -1.647
41 C 1.6363 2.9149 1.3126  -1.338
42 Sb 0.2229 0.1812 1.3030  2.165
43 C -1.7607 -0.6519 1.5829  1.543
44 C -2.4911 -0.1476 2.8267  -1.510
45 C -2.5199 -0.1689 0.3305  -1.616
46 C -1.6602 -2.1711 1.6532  -1.633
47 C 1.8658 -1.1319 1.9518  1.140
48 C 3.1946 -0.3927 1.8253  -1.555
49 C 1.8884 -2.4319 1.1562  -1.671
50 C 1.5771 -1.4374 3.4288  -1.277
51 H 0.7755 3.0977 3.9573  0.543
52 H 1.7202 1.6370 3.7221  0.376
53 H -0.0253 1.5390 4.0512  0.380
54 H -0.6319 4.0594 2.1409  0.578
55 H -1.6519 2.6603 2.3927  0.307
56 H -1.1095 3.0928 0.7558  0.287
57 H 1.7678 3.9087 1.7489  0.583
58 H 1.4376 3.0595 0.2501  0.102
59 H 2.5772 2.3795 1.4427  0.267
60 H -2.6120 0.9321 2.8582  0.358
61 H -1.9831 -0.4674 3.7375  0.432
62 H -3.4901 -0.5916 2.8437  0.443
63 H -2.7900 0.8833 0.3971  0.565
64 H -3.4289 -0.7602 0.1925  0.546
65 H -2.0432 -0.2759 -0.7004  0.432
66 H -1.2100 -2.4933 2.5909  0.313
67 H -1.0976 -2.6082 0.8318  0.030
68 H -2.6718 -2.5841 1.6302  0.564
69 H 3.4591 -0.1321 0.7938  0.278
70 H 3.9866 -1.0513 2.1903  0.517
71 H 3.2319 0.5166 2.4224  0.378
72 H 2.0162 -2.2836 0.0824  0.172
73 H 0.9919 -3.0309 1.3065  0.371
74 H 2.7408 -3.0214 1.5033  0.629
75 H 1.6050 -0.5486 4.0572  0.349
76 H 2.3548 -2.1138 3.7938  0.507
77 H 0.6233 -1.9441 3.5750  0.281

Properties
- total charge = +3
- LUMO energy (eV) = -10.304
- DFT total energy (eV) = -46689.7083